No. 1
A cluster of 3 separate species, C31H56N6O5P4S3 in total in a non-equilibrium geometry, computed with the ωB97M-V functional and the def2-TZVPD basis.

The geometry in XYZ format:
```
105
C31H56N6O5P4S3 the ωB97M-V functional and the def2-TZVPD basis
C 1.78 1.73 -10.21
C 1.22 1.16 -8.92
C 1.10 -0.22 -8.80
C 0.62 -0.75 -7.62
C 0.26 0.09 -6.58
C 0.37 1.48 -6.67
P -0.08 2.47 -5.20
S 1.23 2.11 -3.79
C 0.86 2.02 -7.88
S 1.01 3.79 -8.00
C -0.28 -0.60 -5.34
O -1.27 -0.22 -4.77
C 0.51 -1.84 -4.95
C 0.87 -2.67 -6.01
C 1.59 -3.83 -5.79
C 1.94 -4.12 -4.48
C 1.59 -3.30 -3.41
P 2.17 -3.80 -1.73
C 0.78 -4.79 -1.00
O 3.47 -4.81 -1.96
C 0.85 -2.12 -3.62
C 0.51 -1.24 -2.44
C -0.99 -1.17 -2.01
C -1.88 -2.32 -2.47
S -3.64 -1.86 -2.18
C 0.49 -2.23 -7.39
O 0.09 -2.99 -8.24
H 2.40 2.61 -10.05
H 0.98 1.93 -10.93
H 2.39 0.95 -10.68
H 1.38 -0.88 -9.62
H -0.05 3.83 -5.52
H -1.35 2.13 -4.73
H 0.32 4.11 -9.12
H 1.89 -4.48 -6.60
H 2.53 -5.02 -4.31
H -0.09 -4.74 -1.67
H 1.04 -5.84 -0.82
H 0.48 -4.29 -0.08
H 3.24 -5.61 -2.46
H 1.08 -1.57 -1.56
H 0.83 -0.21 -2.63
H -1.03 -1.12 -0.92
H -1.37 -0.20 -2.35
H -1.70 -3.18 -1.82
H -1.80 -2.54 -3.53
H -3.56 -0.53 -1.95
C -0.29 1.81 2.23
N -0.75 2.67 1.15
C 0.30 2.89 0.16
P -2.34 2.65 0.49
O -2.29 1.37 -0.31
N -3.61 2.20 1.59
C -3.37 1.43 2.80
C -4.78 1.67 0.89
N -2.63 4.36 0.86
C -2.61 5.25 -0.30
C -2.07 4.98 2.03
H 0.72 2.10 2.54
H -0.27 0.75 1.93
H -0.89 1.92 3.13
H 0.84 3.82 0.37
H -0.11 2.98 -0.85
H 1.02 2.07 0.13
H -2.82 0.50 2.61
H -4.32 1.17 3.27
H -2.85 2.03 3.55
H -4.64 0.62 0.60
H -4.97 2.24 -0.02
H -5.66 1.74 1.52
H -1.60 5.45 -0.67
H -3.09 6.21 -0.06
H -3.19 4.81 -1.12
H -1.01 5.24 1.91
H -2.19 4.36 2.91
H -2.62 5.91 2.21
C 2.01 0.68 8.27
N 0.94 0.10 7.48
C -0.23 0.97 7.46
P 1.17 -0.80 6.02
O 1.57 0.37 5.14
N 2.65 -1.71 5.89
C 3.83 -1.39 6.67
C 3.02 -1.96 4.50
N 0.36 -2.21 6.75
C -0.99 -2.49 6.24
C 0.47 -2.51 8.15
H 1.60 1.09 9.19
H 2.55 1.48 7.73
H 2.73 -0.07 8.59
H -0.94 0.67 8.24
H -0.76 0.91 6.50
H 0.03 2.02 7.61
H 4.13 -0.34 6.58
H 4.67 -2.01 6.35
H 3.69 -1.63 7.72
H 3.50 -1.09 4.04
H 2.14 -2.21 3.90
H 3.70 -2.81 4.44
H -1.74 -1.79 6.63
H -1.30 -3.50 6.49
H -1.00 -2.41 5.15
H -0.17 -1.88 8.78
H 1.49 -2.43 8.50
H 0.17 -3.56 8.30
```

The multiplicity is 1. The calculation puts the energy at -121890.592 eV. For the HOMO energy, the calculation gives -7.7 eV. The frontier orbital gap is 7.05 eV. As for the LUMO energy: -0.7 eV. As for the structure (SMILES): Cc1cc2c(c([PH2]=S)c1S)C(=O)c1c(ccc(P(C)O)c1CCCS)C2=O.CN(C)P(=O)(N(C)C)N(C)C.CN(C)P(=O)(N(C)C)N(C)C.

No. 2
The molecule C4H12N2 in a non-equilibrium geometry, computed with the ωB97M-V functional and the def2-TZVPD basis.

The geometry in XYZ format:
```
18
C4H12N2 the ωB97M-V functional and the def2-TZVPD basis
C -1.19 -1.39 0.59
C -1.09 -0.26 -0.44
N -1.76 0.95 -0.05
C 0.34 0.04 -0.87
C 1.26 0.50 0.33
N 2.65 0.49 -0.12
H -0.53 -2.21 0.34
H -0.93 -1.04 1.58
H -2.22 -1.77 0.61
H -1.56 -0.61 -1.43
H -1.49 1.25 0.88
H -2.77 0.85 -0.08
H 0.34 0.83 -1.61
H 0.79 -0.85 -1.30
H 1.20 -0.18 1.18
H 0.92 1.49 0.67
H 3.27 0.79 0.62
H 2.76 1.13 -0.90
```

The multiplicity is 1. The calculation puts the energy at -7322.699 eV. For the HOMO energy, the calculation gives -9.1 eV. The frontier orbital gap is 10.26 eV. As for the LUMO energy: 1.1 eV. As for the structure (SMILES): C[C@@H](N)CCN. The energy above the lowest of the compared OMol25 structures with the same formula, charge and spin is 0.330 eV.

No. 3
A cluster of 2 separate species, C4H4O2S in total in a non-equilibrium geometry, computed with the ωB97M-V functional and the def2-TZVPD basis.

The geometry in XYZ format:
```
11
C4H4O2S the ωB97M-V functional and the def2-TZVPD basis
C 0.90 0.85 -0.18
C 0.53 0.20 -1.30
C -0.56 -0.65 -0.71
C -0.61 -0.49 0.62
H 2.35 1.81 1.02
H 0.87 -0.08 -2.39
H -1.33 -1.31 -1.35
H -2.41 -1.87 1.45
O 1.64 2.01 -0.10
O 0.22 0.57 0.97
S -1.60 -1.04 1.99
```

The multiplicity is 1. The calculation puts the energy at -19139.176 eV. For the HOMO energy, the calculation gives -8.1 eV. The frontier orbital gap is 8.01 eV. As for the LUMO energy: -0.1 eV. The energy above the lowest of the compared OMol25 structures with the same formula, charge and spin is 3.816 eV.